{
  "formula": "C51H82N2O35",
  "method": "wB97M-V/def2-TZVPD",
  "gap_ev": 10.17,
  "e_homo_ev": -10.0852,
  "total_energy_ha": -4735.3136,
  "species": ["O", "C", "O", "C", "C", "C", "H", "H", "H", "H", "H", "H", "H", "H", "O", "C", "O", "C", "C", "C", "H", "H", "H", "H", "H", "H", "H", "H", "O", "C", "O", "C", "C", "C", "H", "H", "H", "H", "H", "H", "H", "H", "O", "C", "O", "C", "C", "C", "H", "H", "H", "H", "H", "H", "H", "H", "C", "C", "C", "C", "N", "H", "H", "H", "H", "H", "H", "H", "C", "C", "C", "C", "N", "H", "H", "H", "H", "H", "H", "H", "C", "C", "O", "C", "O", "O", "H", "H", "H", "H", "C", "C", "O", "C", "O", "O", "H", "H", "H", "H", "C", "C", "O", "C", "O", "O", "H", "H", "H", "H", "C", "C", "O", "C", "O", "O", "H", "H", "H", "H", "C", "C", "O", "C", "O", "O", "H", "H", "H", "H", "C", "C", "O", "C", "O", "O", "H", "H", "H", "H", "C", "C", "O", "C", "O", "O", "H", "H", "H", "H", "C", "C", "O", "C", "O", "O", "H", "H", "H", "H", "C", "C", "O", "C", "O", "O", "H", "H", "H", "H"],
  "coordinates": [[0.67833, -0.22101, 1.27973], [-0.29076, 0.03688, 0.59365], [-0.31034, 0.07835, -0.70117], [0.90897, -0.19055, -1.48027], [1.80550, 1.01462, -1.53758], [-1.63502, 0.33572, 1.14022], [0.57510, -0.58172, -2.44132], [1.58453, -0.94214, -1.07181], [2.21607, 1.09382, -0.53098], [1.20971, 1.90489, -1.73900], [2.67300, 0.88073, -2.18381], [-1.74232, 0.06371, 2.19026], [-2.43949, -0.19690, 0.63303], [-1.80183, 1.41288, 1.13549], [2.05269, 4.25098, 2.57384], [1.05156, 3.72047, 2.08995], [0.19004, 2.85085, 2.69003], [0.51408, 2.32235, 4.01188], [-0.72565, 1.83155, 4.64178], [0.62450, 4.08590, 0.65160], [0.87442, 3.08591, 4.70124], [1.29335, 1.56453, 3.93085], [-1.30227, 2.72783, 4.87048], [-0.47466, 1.29020, 5.55395], [-1.35226, 1.14480, 4.07271], [0.58592, 3.21159, 0.00184], [1.30581, 4.75384, 0.12456], [-0.26579, 4.65954, 0.90929], [-7.27761, -4.37496, -1.99860], [-7.00875, -3.18962, -1.65854], [-7.26230, -2.60981, -0.48674], [-7.88837, -3.33237, 0.55539], [-8.86437, -2.45295, 1.31101], [-6.08099, -2.33758, -2.49466], [-6.98177, -3.60109, 1.09759], [-8.37299, -4.28874, 0.35892], [-9.26826, -3.12264, 2.07027], [-9.66231, -2.00956, 0.71537], [-8.41854, -1.67224, 1.92731], [-5.47895, -1.64142, -1.91069], [-6.65365, -1.91933, -3.32243], [-5.54119, -3.17524, -2.93629], [-0.74743, 0.47590, -5.14015], [-0.14888, 1.28480, -4.49511], [-0.57964, 2.16792, -3.52809], [-1.89448, 2.19234, -3.14358], [-1.88491, 3.04246, -1.90427], [1.31715, 1.52255, -4.83451], [-2.34304, 1.21955, -2.94214], [-2.55309, 2.57856, -3.92150], [-1.35633, 2.57407, -1.07402], [-2.92761, 3.33867, -1.78968], [-1.31893, 3.97232, -1.96017], [1.62250, 2.28317, -4.11597], [1.53659, 1.82297, -5.85905], [1.83242, 0.59363, -4.59013], [-4.59592, -0.63451, -7.84705], [-3.77429, -1.30688, -6.87281], [-2.38016, -1.69329, -7.27345], [-1.60905, -2.45973, -6.28097], [-0.99804, -3.04294, -5.49184], [-5.00489, -1.31233, -8.59631], [-4.16134, 0.22589, -8.35593], [-5.50140, -0.36770, -7.30205], [-4.21556, -2.22147, -6.47669], [-3.66032, -0.74557, -5.94542], [-1.82322, -0.77557, -7.46242], [-2.34967, -2.27677, -8.19362], [-6.72757, 0.68030, 3.58911], [-5.29863, 0.60381, 4.05602], [-4.80872, 1.92715, 4.79900], [-5.03750, 3.15141, 3.96420], [-5.21390, 4.13575, 3.37410], [-6.73687, 1.64724, 3.08608], [-7.44579, 0.87040, 4.38668], [-7.09026, -0.10188, 2.92222], [-4.66169, 0.41855, 3.19109], [-5.24693, -0.31282, 4.64358], [-3.74041, 1.71551, 4.75389], [-5.18335, 2.05356, 5.81477], [0.59689, -3.53647, -0.57323], [-0.89498, -3.37338, -0.74225], [-1.40275, -3.89022, 0.43337], [-0.60775, -4.87061, 0.89291], [-0.94208, -5.57777, 1.81494], [0.58757, -4.79798, 0.07629], [1.07164, -2.84322, 0.12112], [1.09533, -3.47522, -1.54066], [-1.23438, -3.92546, -1.61867], [-1.26638, -2.35398, -0.84706], [-3.73941, -5.22551, 3.29302], [-3.24576, -4.13809, 4.23125], [-3.15093, -2.95476, 3.43136], [-3.86954, -3.13770, 2.27737], [-3.99134, -2.31050, 1.41438], [-4.38326, -4.36601, 2.29028], [-4.49209, -5.86017, 3.76076], [-2.89356, -5.85398, 3.01434], [-2.33530, -4.45277, 4.74131], [-3.92345, -4.12817, 5.08491], [7.29409, -2.88720, -3.19099], [7.24202, -2.19085, -1.85488], [6.27048, -2.91363, -1.15121], [5.99920, -4.02531, -1.71433], [5.31621, -4.97935, -1.22659], [6.62312, -4.14755, -2.92388], [8.35842, -3.08583, -3.31701], [6.92683, -2.37337, -4.07936], [6.81363, -1.19189, -1.93652], [8.22799, -2.25486, -1.39459], [3.78003, -2.45865, -5.29524], [3.16891, -2.15300, -3.88211], [4.09978, -1.31323, -3.34128], [4.66070, -0.58509, -4.24761], [5.19885, 0.54907, -4.09005], [4.63564, -1.21840, -5.44387], [3.19401, -2.46858, -6.21425], [4.42125, -3.33990, -5.27739], [3.22207, -3.03282, -3.24086], [2.13668, -1.80327, -3.89887], [6.15106, 4.66411, -3.03132], [6.84232, 4.25161, -1.66617], [5.86608, 4.17388, -0.75644], [4.77648, 4.79271, -1.23050], [3.71846, 4.80301, -0.55713], [4.94706, 5.13884, -2.54296], [5.98435, 3.83376, -3.71749], [6.76227, 5.42264, -3.52035], [7.59359, 4.95219, -1.30163], [7.30646, 3.26637, -1.71060], [0.88718, -1.93271, 3.72376], [1.24625, -3.39996, 3.55540], [1.65788, -3.69452, 4.85371], [1.37022, -2.63050, 5.69908], [1.40331, -2.64313, 6.91823], [0.93824, -1.58684, 5.07985], [-0.05026, -1.66366, 3.23700], [1.67170, -1.41395, 3.17284], [2.07146, -3.56011, 2.86151], [0.38994, -3.98574, 3.22118], [5.05914, 0.51033, -0.24723], [5.04644, 1.39009, 1.04865], [4.40181, 0.52784, 1.97322], [4.16451, -0.69049, 1.42817], [3.78521, -1.63152, 2.07455], [4.36038, -0.58897, 0.17162], [6.04721, 0.20153, -0.58848], [4.52085, 1.21826, -0.87746], [4.50837, 2.31491, 0.84062], [6.03572, 1.69108, 1.39335], [4.52202, 0.45684, 5.21005], [4.49396, -0.45179, 6.38205], [5.71880, -0.16463, 6.95870], [6.45021, 0.70305, 6.20391], [7.55447, 1.10407, 6.55479], [5.73280, 1.10708, 5.20895], [3.76918, 1.23022, 5.36244], [4.32433, -0.23046, 4.38747], [4.55363, -1.51252, 6.13837], [3.80246, -0.23711, 7.19680], [-1.86830, 6.71809, 1.17163], [-3.38793, 6.74076, 0.96307], [-3.51449, 6.67979, -0.42195], [-2.24277, 6.68112, -1.03564], [-1.99143, 6.52560, -2.25820], [-1.36003, 7.05268, -0.13904], [-1.47990, 5.86856, 1.73335], [-1.66589, 7.59113, 1.79206], [-3.80699, 7.69252, 1.28966], [-3.96815, 5.95057, 1.43955]],
  "forces_ev_per_a": [[0.059, 0.098, -0.609], [0.422, -0.376, 2.253], [1.021, -0.355, -2.812], [0.422, -0.294, 0.078], [-0.352, 0.461, 0.755], [-1.004, 0.118, 0.927], [-0.360, 0.358, -0.017], [-0.737, -0.518, 0.623], [-0.002, 0.333, 0.144], [0.394, 0.113, -0.349], [-0.308, 0.039, -0.356], [0.463, -0.206, -0.045], [0.101, 0.222, -0.327], [-0.084, 0.078, -0.377], [-2.140, -1.627, 0.097], [2.380, 1.152, -0.507], [0.813, 0.514, 0.073], [0.840, 0.256, -0.396], [-1.061, -0.313, 0.413], [0.353, -0.093, 1.198], [0.392, 0.367, -0.540], [-0.032, -0.042, -0.346], [-0.395, -0.222, 0.262], [0.006, 0.216, 0.186], [0.230, 0.070, -0.364], [-0.967, -0.048, 0.291], [0.313, 0.067, 0.724], [-0.552, -0.532, -1.139], [0.092, 3.727, 1.464], [0.416, -3.000, -0.559], [-0.889, 0.006, -1.566], [0.550, -0.112, 1.129], [0.355, -0.323, 0.955], [-0.710, -1.321, -0.338], [-0.412, -0.123, 1.045], [0.058, 0.237, -1.147], [-0.567, -0.004, -0.054], [0.088, -0.288, -0.133], [0.343, 0.207, -0.447], [-0.202, -0.055, -0.264], [0.119, 0.470, 0.160], [0.806, 0.571, -0.232], [-1.678, -0.273, 0.720], [1.372, 1.366, -1.076], [2.312, -2.007, -2.233], [-1.642, 0.283, 0.751], [-0.441, 0.703, 0.105], [-0.210, 0.441, 1.737], [0.491, -0.423, 0.194], [0.227, 0.495, -0.218], [-0.829, -0.567, 0.197], [0.017, -0.102, 1.053], [-0.089, 0.136, -0.924], [0.629, 0.065, -0.366], [-0.432, -0.128, 0.105], [0.183, 0.018, -0.206], [-2.101, 0.432, -1.226], [1.461, -1.727, 2.862], [1.191, 0.083, -0.636], [0.165, -0.152, 0.711], [-0.454, 0.444, -0.650], [0.398, -0.121, -0.332], [0.038, 0.044, 0.228], [-0.079, 0.677, -0.186], [-0.590, -0.143, -0.336], [-0.019, 0.527, -0.051], [0.274, 0.001, -0.078], [-0.146, -0.026, -0.148], [-0.407, 1.750, -0.285], [-0.655, -0.200, 0.327], [0.214, -1.309, -1.831], [-0.226, 0.524, 0.169], [0.328, -1.380, 0.657], [-0.580, -0.113, -0.789], [0.041, -0.532, 0.327], [0.290, 0.004, 0.135], [0.148, 0.222, -0.006], [0.714, 0.343, 0.664], [0.221, 0.676, 0.758], [0.037, 0.019, -0.195], [-0.733, 0.498, 0.240], [0.268, 1.766, -1.341], [-0.931, -0.878, 1.331], [0.440, 0.473, -0.716], [1.704, 0.702, -1.776], [-0.961, -1.957, 2.094], [-0.138, 0.385, -0.077], [0.234, -0.771, 0.181], [-0.093, -0.293, 0.057], [0.196, 0.047, 0.050], [-0.199, 1.029, 0.502], [-0.075, -1.199, 1.082], [-0.007, -0.113, 0.268], [0.735, 0.238, 0.344], [-0.118, -0.675, 0.888], [0.059, -1.559, -0.801], [-0.147, 0.235, -0.257], [-0.339, 0.308, -1.215], [0.635, 0.605, -0.685], [-0.539, 1.232, -0.195], [1.218, -1.004, -0.088], [-0.585, 1.141, -0.736], [-0.189, 1.411, 2.201], [-2.584, -6.741, 0.479], [2.477, 4.200, -2.013], [-0.188, 1.011, -0.049], [-0.141, -0.352, -0.734], [-0.420, -0.082, 0.234], [0.697, 0.210, 0.073], [-0.331, 0.281, 0.470], [0.835, 1.550, 0.295], [-0.748, -3.251, -1.439], [-0.003, 1.520, 2.735], [3.059, 4.630, -2.214], [-1.853, -4.270, -0.131], [-0.707, -0.701, 0.566], [-0.491, -0.031, 0.575], [0.145, 0.170, 0.078], [-0.399, -0.250, -0.257], [0.149, 0.548, -0.046], [2.100, -0.755, 1.177], [3.060, -0.671, -2.560], [-2.546, 0.422, 1.583], [-4.415, -1.214, 1.923], [3.744, 0.712, -2.966], [-1.888, 0.925, 1.417], [-0.029, -0.095, 0.133], [-0.409, 0.189, -0.047], [0.133, 0.254, -0.413], [0.227, 0.037, -0.321], [0.518, 1.100, -3.492], [-0.539, 0.583, -0.397], [0.182, 0.180, 2.463], [0.116, -2.218, 3.714], [0.710, -0.786, -1.912], [-0.624, 0.787, -1.486], [-0.126, 0.055, 0.512], [-0.189, 0.580, 0.283], [-0.003, 0.121, 0.037], [0.022, -0.345, 0.428], [0.789, 2.876, 1.232], [0.771, -0.119, -0.510], [0.228, 0.410, 1.125], [-0.713, 0.841, 3.271], [0.220, 0.434, -0.816], [-0.863, -2.881, -3.720], [-0.174, 0.297, -0.157], [0.009, -1.207, -1.155], [-0.428, -0.166, 0.513], [0.001, -0.293, 0.251], [-3.413, -0.376, -0.628], [0.380, -0.822, 1.588], [2.957, 0.382, 1.063], [2.825, 0.160, 3.736], [-2.259, -0.902, -1.304], [0.910, 0.846, -2.191], [-0.281, -0.113, -0.716], [0.252, 1.044, -0.823], [-0.722, -0.038, -0.128], [-0.728, -0.252, -0.596], [-0.823, 2.104, 1.211], [0.059, 0.204, 0.643], [1.189, -1.013, -2.896], [-1.246, 0.303, -4.227], [-1.481, 0.409, 4.940], [1.124, -1.339, 1.353], [0.247, -0.329, -0.958], [0.471, -0.123, 0.028], [0.008, 0.053, 0.088], [0.272, -0.193, -0.049]]
}